Density functional theory data (the ωB97M-V functional and the def2-TZVPD basis) for a 3-piece molecular cluster, C3H12N4O overall.

Calculated values
E_HOMO   -9.45 eV
Multiplicity   1
LUMO   0.5 eV
HOMO-LUMO gap   10.0 eV
Structure (SMILES)   [H]/N=N\N(C)C.C=N.O

The geometry in XYZ format:
```
20
Properties=species:S:1:pos:R:3:forces:R:3
H -1.157364 1.816414 0.793989 -0.109 -0.403 0.097
N -0.502367 1.387034 0.122681 -0.156 0.972 0.200
N -0.207668 0.202038 0.314622 0.230 -0.767 -0.533
N -0.739816 -0.546016 1.248104 -0.329 0.040 0.615
C -1.677043 -0.063079 2.247603 0.103 0.288 -0.312
C -0.306364 -1.921580 1.296119 0.162 -0.165 -0.007
H -2.577552 0.337971 1.772948 0.003 0.011 0.058
H -1.222059 0.717411 2.865643 -0.054 -0.007 -0.005
H -1.959794 -0.895276 2.884792 0.024 -0.011 -0.024
H -1.158004 -2.597147 1.187667 0.030 0.010 0.005
H 0.386001 -2.085137 0.473293 -0.029 -0.006 0.037
H 0.200687 -2.135429 2.240279 -0.007 -0.038 -0.030
C 1.462797 -0.101207 -2.756734 0.768 -0.657 0.511
N 2.323757 -0.105692 -1.815706 -0.194 -0.316 -0.522
H 1.838492 -0.097067 -3.778055 -0.038 0.163 -0.047
H 0.380208 -0.151869 -2.653063 -0.005 -0.031 0.233
H 1.896374 -0.137433 -0.888716 -0.290 -0.010 -0.191
O 0.899591 2.299494 -2.201230 1.605 0.122 0.483
H 0.304846 2.070396 -1.461371 0.278 0.076 0.033
H 1.815277 2.006172 -1.892866 -1.993 0.730 -0.599
```
Forces are in eV/Å.

Density functional theory data (the ωB97M-V functional and the def2-TZVPD basis) for a 2-piece molecular cluster, C3H12N5 overall.

Calculated values
E_HOMO (alpha / beta)   -13.67 / -12.88 eV
Total charge   +1
Multiplicity   1
LUMO (alpha / beta)   -5.8 / -6.5 eV
HOMO-LUMO gap (alpha / beta)   7.9 / 6.4 eV

The geometry in XYZ format:
```
20
Properties=species:S:1:pos:R:3:forces:R:3
C -2.181845 0.220013 0.100509 -1.408 2.128 -0.800
C 1.328191 0.597367 1.123256 2.555 -0.811 -3.761
C 1.564365 0.097334 -1.340564 -0.117 0.786 0.867
N -2.815850 1.135466 -0.613527 0.731 -1.041 2.142
N -2.376901 0.125325 1.429671 0.581 -0.340 0.053
N -0.994262 -1.837103 -0.192965 -1.529 2.343 -0.655
N -1.350542 -0.589064 -0.610592 2.660 -3.690 -0.143
N 0.738506 0.527321 -0.234532 -1.493 1.954 1.067
H 0.629787 1.040725 1.697413 -2.152 1.127 2.444
H 1.539986 -0.441181 1.304065 0.451 -0.265 1.058
H 2.262148 1.246562 1.086149 -0.905 -0.959 0.170
H 2.333390 -0.538716 -0.954827 0.516 -0.395 0.298
H 0.950072 -0.490610 -1.977193 -0.351 -0.182 -1.103
H 2.044433 0.965921 -1.796111 -0.160 -0.186 -0.404
H -2.449647 1.321222 -1.535103 0.242 -0.580 -0.318
H -3.011559 0.750134 1.816854 -1.310 1.541 0.378
H -2.238911 -0.615448 2.074891 0.554 -1.042 -0.284
H -1.197450 -2.236453 0.722170 -0.208 0.401 -0.127
H -0.943010 -2.486211 -0.964563 0.378 -0.003 -0.013
H 0.106880 1.348541 -0.321915 0.965 -0.785 -0.870
```
Forces are in eV/Å.

Density functional theory data (the ωB97M-V functional and the def2-TZVPD basis) for a 3-piece molecular cluster, C3H12NO overall.

Calculated values
E_HOMO   -15.03 eV
Total charge   +1
Multiplicity   1
LUMO   -10.4 eV
HOMO-LUMO gap   4.6 eV

The geometry in XYZ format:
```
17
Properties=species:S:1:pos:R:3:forces:R:3
C -1.922248 -0.678958 0.843110 -0.989 -1.395 0.013
C -2.768149 -0.140924 -0.382891 1.247 -0.084 0.630
N 1.892370 -0.394724 -0.797847 1.090 0.544 1.994
C 2.641929 -0.204517 0.413506 -0.101 -1.744 0.259
H -1.306314 0.208740 1.094718 0.648 0.539 0.357
H -1.128381 -1.480521 0.623114 -1.042 1.161 -0.052
H -2.507008 -1.062246 1.722825 0.546 0.615 -0.837
H -2.327218 0.850731 -0.549333 -0.428 -0.496 -0.751
H -3.852666 -0.003758 -0.346785 0.276 -0.412 0.671
H -2.530657 -0.858158 -1.173648 -0.146 0.378 -0.392
H 2.453054 -0.604109 -1.585835 0.788 -0.306 -1.166
H 2.021010 -0.412438 1.336779 0.377 0.529 -0.985
H 3.519503 -0.881317 0.384832 -0.453 0.438 0.074
H 3.027645 0.823249 0.463375 -0.059 0.188 0.131
H 1.154832 0.263988 -0.970964 -2.411 0.475 0.233
H -0.023163 2.131581 -0.342445 -0.555 1.762 -0.313
O 0.067948 1.241716 -0.039257 1.212 -2.193 0.136
```
Forces are in eV/Å.

Density functional theory data (the ωB97M-V functional and the def2-TZVPD basis) for a 2-piece molecular cluster, C3H12NO overall.

Calculated values
E_HOMO   -14.99 eV
Total charge   +1
Multiplicity   1
LUMO   -3.5 eV
HOMO-LUMO gap   11.5 eV

The geometry in XYZ format:
```
17
Properties=species:S:1:pos:R:3:forces:R:3
C 1.734869 -1.843458 -0.555408 0.559 2.405 0.685
O 1.898414 -0.656814 -1.388253 -0.267 -0.161 0.080
H 2.184080 -2.761802 -0.902055 -0.129 -0.088 -0.446
H 0.705355 -1.899434 -0.235877 -0.407 -0.719 -0.171
H 2.291498 -1.467073 0.314741 0.061 -0.858 0.103
H 1.329492 -0.641112 -2.162307 0.045 -0.549 -0.222
C -2.063704 1.181468 0.060132 0.386 1.415 0.980
C -1.112303 0.243588 0.797632 -1.191 0.586 -0.329
N 0.226882 0.883841 0.622435 2.821 -0.728 -0.463
H -3.056975 0.868364 -0.214795 -0.191 -0.541 0.358
H -1.589259 1.520767 -0.842054 0.208 -0.104 -0.753
H -2.120879 2.112062 0.659620 -0.407 -0.424 -0.209
H -1.136968 -0.743843 0.338927 0.589 0.049 0.047
H -1.327503 0.138109 1.868114 0.162 0.140 -0.328
H 0.464890 1.808923 0.993479 -1.168 0.155 0.304
H 1.001684 0.323784 1.004987 -0.399 -0.313 0.239
H 0.570419 0.932633 -0.359312 -0.673 -0.266 0.125
```
Forces are in eV/Å.

Density functional theory data (the ωB97M-V functional and the def2-TZVPD basis) for a 2-piece molecular cluster, C3H12NO overall.

Calculated values
E_HOMO   -13.88 eV
Total charge   +1
Multiplicity   1
LUMO   -3.7 eV
HOMO-LUMO gap   10.2 eV

The geometry in XYZ format:
```
17
Properties=species:S:1:pos:R:3:forces:R:3
C 1.167888 -1.409051 -1.937115 0.623 0.546 0.104
O 0.813720 -0.046680 -1.760349 -0.486 1.042 1.237
H 0.804351 0.590304 -2.476225 0.352 -0.800 -0.716
H 2.150678 -1.508863 -2.436457 -0.779 -0.171 -0.234
H 0.322349 -1.945929 -2.370837 0.466 -0.270 -0.249
H 1.346504 -1.740314 -0.911160 -0.178 -0.311 -0.172
C -1.043454 0.272924 0.772930 -0.715 0.493 -1.201
C -0.022697 -0.599521 1.445302 0.090 -0.978 0.681
N -0.963096 1.645416 1.477449 -1.188 1.116 -2.570
H -0.864910 0.448910 -0.306616 0.497 0.072 0.648
H -2.138592 0.027926 0.757603 1.091 -0.332 0.819
H -0.027141 -1.694646 1.260091 -0.581 0.808 -0.179
H -0.194252 -0.464271 2.511609 0.175 -0.376 0.321
H -0.087686 2.149830 1.269083 0.037 -0.618 0.584
H -1.663013 2.251387 0.952775 0.634 -0.724 1.301
H -1.178027 1.604691 2.474441 0.117 0.111 -0.089
H 1.011822 -0.309936 1.256533 -0.157 0.394 -0.284
```
Forces are in eV/Å.

Density functional theory data (the ωB97M-V functional and the def2-TZVPD basis) for a 2-piece molecular cluster, C3H12NO overall.

Calculated values
E_HOMO   -14.99 eV
Total charge   +1
Multiplicity   1
LUMO   -3.3 eV
HOMO-LUMO gap   11.7 eV

The geometry in XYZ format:
```
17
Properties=species:S:1:pos:R:3:forces:R:3
C -1.350116 -1.656983 1.287186 0.732 -0.015 1.627
O -1.367891 -0.657655 0.300440 -3.683 0.454 -3.698
H -2.276319 -2.080626 1.732337 0.238 0.715 -0.840
H -0.710530 -2.432374 0.940805 0.277 -1.131 -0.178
H -0.795742 -1.142133 2.077106 -0.237 -0.402 0.394
H -2.156415 -0.785277 -0.401441 2.467 0.182 2.591
C 0.046900 1.779969 -0.540918 -1.932 2.228 -0.140
N 0.671477 0.504321 -1.019191 -0.929 0.540 0.410
C 1.776363 -0.008237 -0.165582 0.258 -1.935 -1.589
H -0.950654 1.845338 -1.075275 1.262 0.124 0.354
H -0.279196 1.768884 0.521083 0.716 -0.728 -0.577
H 0.568191 2.799300 -0.666707 -0.085 -2.105 -0.309
H 0.964079 0.574339 -2.007593 -0.376 -0.044 0.633
H -0.114006 -0.157835 -0.858677 0.123 -0.120 -0.463
H 2.267143 0.904455 0.068250 1.246 0.143 0.758
H 2.380712 -0.702287 -0.917338 -0.913 1.323 2.264
H 1.326005 -0.553199 0.725515 0.837 0.772 -1.236
```
Forces are in eV/Å.

Density functional theory data (the ωB97M-V functional and the def2-TZVPD basis) for a 2-piece molecular cluster, C3H12NO overall.

Calculated values
E_HOMO   -15.27 eV
Total charge   +1
Multiplicity   1
LUMO   -3.3 eV
HOMO-LUMO gap   11.9 eV

The geometry in XYZ format:
```
17
Properties=species:S:1:pos:R:3:forces:R:3
C 0.574988 -1.057306 2.205659 -0.122 0.519 -0.626
O -0.621291 -0.512635 1.554638 0.282 0.261 0.486
H 1.453053 -0.620293 1.729661 -0.016 -0.141 -0.082
H 0.596221 -0.748600 3.246256 -0.079 -0.293 0.104
H 0.558968 -2.131686 2.067446 0.076 -0.078 0.225
H -1.126923 -0.110118 2.265789 -0.302 -0.142 0.057
C 0.346252 -0.597855 -1.685688 0.298 -0.233 -0.657
C 0.269355 0.877843 -1.381294 0.315 0.529 0.188
N -0.942784 1.205180 -0.547613 0.120 0.198 0.404
H -0.634228 -1.042714 -1.856081 -0.053 0.017 0.149
H 0.892241 -0.746997 -2.619773 -0.003 0.116 0.054
H 0.894006 -1.167162 -0.939360 -0.236 0.052 0.235
H 1.121154 1.244318 -0.804539 -0.026 -0.280 0.111
H 0.263353 1.531314 -2.252786 -0.362 -0.257 -0.168
H -0.910049 2.183105 -0.260945 -0.035 0.044 -0.008
H -0.915043 0.612734 0.335468 0.035 -0.066 -0.520
H -1.819272 1.080874 -1.056837 0.107 -0.246 0.048
```
Forces are in eV/Å.

Strongest force on any atom
In order: 2.21 4.62 2.51 2.95 3.04 5.24 0.82
Unit: eV Å⁻¹
Energy above the lowest of the compared OMol25 structures with the same formula, charge and spin
In order: 3.845 5.651 8.945 1.614 1.635 2.116 0.826
Unit: eV